[1]
A cluster of 4 separate species, CH9O3S in total at a distorted geometry. Source: the Open Molecules 2025 dataset; level of theory: ωB97M-V/def2-TZVPD.

As for the net charge: -1. As for the electronic energy: -18161.9411 eV. The value obtained for the energy relative to the best compared isomer or geometry (same formula, charge and spin) is 19.2 kcal/mol. As for the spin multiplicity: 1. As for the HOMO energy: -3.03 eV. As for the orbital gap: 6.8 eV. Its max |F| is 0.0294 hartree/bohr.

```
14
Properties=species:S:1:pos:R:3:forces:R:3:mulliken_charge:R:1
C 0.819206 -1.068989 0.634405 0.876 0.615 -1.065 -0.85
S 1.211634 -1.196866 -1.175592 -0.169 -0.089 0.081 -0.74
H 1.189180 -1.982882 1.091879 -0.608 -0.058 0.407 0.29
H 1.414082 -0.238814 1.032781 -0.024 -0.049 0.130 0.16
H -0.233969 -0.809668 0.741690 -0.082 -0.488 0.437 0.22
H -1.277951 -1.936467 -0.940261 0.020 0.158 0.044 0.28
H -1.653979 -1.031911 -2.018035 -0.055 0.183 0.122 0.34
O -2.057296 -1.433498 -1.236849 0.039 -0.267 -0.158 -0.68
H 0.062942 1.566964 -0.899801 0.261 -0.306 -0.164 0.31
H 0.765581 1.562528 -2.251728 0.056 -0.452 0.291 0.33
O 0.345502 2.146456 -1.614606 -0.273 0.739 -0.093 -0.65
H 0.396285 0.963112 2.340527 -0.253 0.476 -0.203 0.35
H -0.933436 1.629308 1.990263 0.005 -0.047 -0.080 0.31
O -0.047781 1.830727 2.305327 0.206 -0.413 0.252 -0.66
```
Positions in Å, forces in eV/Å.


[2]
A cluster of 3 separate species, C4H11NO2 in total at a distorted geometry. Source: the Open Molecules 2025 dataset; level of theory: ωB97M-V/def2-TZVPD.

As for the net charge: 0. As for the electronic energy: -9903.5452 eV. The value obtained for the energy relative to the best compared isomer or geometry (same formula, charge and spin) is 200.5 kcal/mol. As for the spin multiplicity: 1. As for the HOMO energy: -8.40 eV. As for the orbital gap: 5.5 eV. Its max |F| is 0.1033 hartree/bohr.

```
18
Properties=species:S:1:pos:R:3:forces:R:3:mulliken_charge:R:1
C -0.866758 0.761376 -0.939267 0.576 2.261 4.771 -0.66
C 0.144008 0.299364 0.188398 -0.536 -0.989 -3.989 0.11
C 1.562927 0.457401 -0.490992 -0.154 -1.598 1.122 -0.70
C 2.518896 -0.321023 0.436236 -0.059 0.962 0.894 -0.06
O 3.574283 0.072792 0.867131 0.043 0.190 -0.715 -0.47
N -0.312491 -1.067289 0.451480 1.574 0.998 0.766 -0.75
H -0.631597 1.590718 -1.593174 0.311 -0.472 -0.618 0.41
H -1.744390 0.971757 -0.341199 -0.734 -0.274 -0.593 0.39
H -0.980190 -0.305937 -1.417084 -0.637 -0.479 -1.603 -0.40
H 0.210671 0.879671 1.116868 -0.744 0.005 -0.139 0.43
H 1.744254 1.526669 -0.583934 0.458 -0.095 0.011 0.33
H 1.458354 -0.012367 -1.473122 0.311 0.028 0.055 0.30
H 2.068880 -1.189098 0.951060 -0.131 -0.274 -0.668 0.40
H -1.086554 -1.116622 -1.916691 0.755 -0.018 0.144 0.46
H -0.781552 -1.408683 -0.373552 -0.543 -0.199 0.241 0.16
H -3.057639 -0.617574 1.799143 0.231 -0.073 0.011 0.29
H -1.497176 -0.524173 1.576207 -0.852 -0.153 0.123 0.42
O -2.323928 0.003012 1.742491 0.131 0.180 0.186 -0.69
```
Positions in Å, forces in eV/Å.


[3]
A structure of composition C43H45N4O4P2SiYb at a distorted geometry. Source: the Open Molecules 2025 dataset; level of theory: ωB97M-V/def2-TZVPD.

As for the net charge: 0. As for the electronic energy: -117460.2377 eV. Its expectation value of S² is 0.7510. As for the spin multiplicity: 2. As for the HOMO energy (alpha / beta): -6.85 / -6.85 eV. As for the orbital gap (alpha / beta): 6.4 / 6.4 eV. Its max |F| is 0.0547 hartree/bohr.

```
100
Properties=species:S:1:pos:R:3:forces:R:3:lowdin_spin:R:1
Yb -0.523888 -0.446619 -0.829171 -0.126 -0.064 -0.270 1.00
O -2.654736 1.395698 3.065057 0.908 -2.104 -0.152 0.00
C -2.534180 2.669043 2.706829 0.631 -0.102 -1.223 0.00
C -3.109170 3.627248 3.507564 -1.318 0.421 1.102 0.00
C -3.051367 4.972437 3.241294 1.180 0.481 -0.651 0.00
C -2.306627 5.403249 2.122867 -0.268 -0.216 0.241 0.00
C -1.811714 4.438595 1.258024 -0.177 0.946 0.833 0.00
C -1.884801 3.061257 1.530874 -0.379 1.914 0.031 0.00
C -1.274755 2.200665 0.550461 -0.443 -0.796 -0.312 0.00
O -1.435473 0.912346 0.733276 0.793 0.547 -0.555 0.00
N -0.695314 2.822058 -0.471963 0.329 -1.475 0.329 0.00
N -0.093743 1.891002 -1.285241 -0.641 0.496 0.580 0.00
C 0.706295 2.344914 -2.163696 -0.348 -0.806 -0.596 0.00
C 1.238187 1.352711 -3.090352 1.406 1.874 -1.118 0.00
C 2.056803 1.708063 -4.176999 -0.085 0.594 0.437 0.00
C 2.543130 0.697740 -5.002554 0.758 1.702 -0.685 0.00
C 2.274523 -0.600467 -4.716993 -0.157 -2.396 0.050 0.00
C 1.470654 -0.854053 -3.595880 0.927 -1.610 -0.773 0.00
N 0.976715 0.102944 -2.836007 -1.108 -2.369 1.031 0.00
H -2.056019 0.800127 2.494893 -1.068 1.438 0.594 0.00
H -3.711831 3.331672 4.362984 0.294 -0.323 -0.055 0.00
H -3.487494 5.672284 3.943578 -0.043 0.017 -0.109 0.00
H -2.052600 6.452293 1.931845 -0.506 -0.380 0.081 0.00
H -1.313328 4.824393 0.385180 0.204 -0.443 -0.128 0.00
H 0.923765 3.381469 -2.293192 0.058 0.675 0.085 0.00
H 2.330467 2.776801 -4.296227 -0.257 -0.904 -0.158 0.00
H 3.180068 0.948283 -5.859931 -0.273 -0.022 0.383 0.00
H 2.698877 -1.466005 -5.327751 -0.739 1.396 0.967 0.00
H 1.324501 -1.931297 -3.319170 -0.223 1.252 -0.074 0.00
C -3.669703 -1.464129 1.845775 0.133 -1.180 1.335 0.00
P -2.707353 -1.993305 0.396502 -0.817 -0.539 0.473 0.00
C -2.722739 -3.792686 0.820403 0.663 -0.560 -0.024 0.00
C -4.108737 -1.961986 -0.827834 1.429 -1.593 -1.471 0.00
C -4.453469 -0.616482 -1.420220 -0.057 0.450 1.346 0.00
P -3.116518 0.471079 -2.040770 0.851 -0.130 -0.592 0.00
C -3.871787 2.098878 -1.762991 0.074 1.398 -0.082 0.00
C -3.224365 0.347871 -3.887698 0.800 0.039 0.003 0.00
H -4.663565 -1.971532 1.895075 0.608 0.587 -0.223 0.00
H -3.726267 -0.404693 1.858717 -0.525 0.985 0.072 0.00
H -3.153513 -1.754343 2.799177 -0.188 0.250 -0.813 0.00
H -3.753581 -4.066750 1.123016 0.571 -0.024 -0.254 0.00
H -2.012898 -4.073037 1.657835 -0.754 0.565 -0.904 0.00
H -2.404083 -4.360243 -0.077777 -0.322 0.082 0.519 0.00
H -4.954752 -2.456377 -0.370827 -0.461 0.179 0.314 0.00
H -3.838489 -2.653229 -1.678452 0.045 0.589 0.823 0.00
H -4.826322 -0.013285 -0.581929 -0.367 0.066 -0.186 0.00
H -5.246178 -0.766733 -2.128579 -0.472 0.271 -0.479 0.00
H -4.786794 2.167930 -2.362711 -0.234 -0.047 0.473 0.00
H -3.264167 2.975420 -2.125049 -0.103 -1.108 0.346 0.00
H -4.038135 2.286910 -0.678936 -0.123 -0.220 -0.713 0.00
H -4.223043 0.016443 -4.188189 0.012 0.485 -0.090 0.00
H -2.527487 -0.441801 -4.248572 -0.295 0.639 0.285 0.00
H -2.928783 1.358476 -4.296907 -0.469 -1.177 0.193 0.00
O -1.348506 -3.626404 -3.618262 0.706 0.012 0.890 0.00
C -1.014686 -3.065249 -2.578166 -1.897 0.898 -0.450 0.00
O -1.488311 -1.899004 -2.203326 1.148 -0.897 -0.454 0.00
C -0.089182 -3.713815 -1.576105 0.878 0.648 -0.639 0.00
C 0.276971 -5.022603 -1.745617 -0.812 -0.781 -0.270 0.00
C 1.186692 -5.562870 -0.868370 0.921 -0.180 0.755 0.00
C 1.890055 -4.751676 0.032901 0.058 0.272 -0.614 0.00
C 1.513713 -3.417605 0.057096 -0.446 0.022 -0.143 0.00
N 0.508852 -2.915062 -0.687588 0.103 0.350 0.272 0.00
H -0.226540 -5.575805 -2.550118 0.340 0.089 0.519 0.00
H 1.394117 -6.612488 -0.855161 0.164 -0.488 -0.336 0.00
H 2.793322 -5.066756 0.595980 -1.052 -0.008 -0.285 0.00
H 2.010745 -2.730685 0.716096 0.027 0.177 0.029 0.00
C 1.440443 4.616666 1.651882 0.271 -0.634 1.118 0.00
C 2.179888 4.173685 0.577861 0.449 0.320 -0.688 0.00
C 2.463246 2.841394 0.399040 -0.293 -0.407 1.297 0.00
C 1.998671 1.875864 1.312750 0.129 -0.909 -1.601 0.00
C 1.330922 2.310773 2.420557 -1.126 0.194 1.231 0.00
C 1.063338 3.666985 2.603265 0.370 0.496 -0.088 0.00
Si 1.815310 0.029075 0.764709 0.628 0.402 -0.228 0.00
C 1.748593 -0.869122 2.434672 0.189 0.081 -0.922 0.00
C 0.776372 -1.822075 2.797553 0.497 0.638 -0.657 0.00
C 0.609858 -2.217459 4.080700 1.615 0.485 1.392 0.00
C 1.532363 -1.745779 5.054135 -1.267 -0.309 -0.644 0.00
C 2.571319 -0.933564 4.670888 0.265 0.313 0.429 0.00
C 2.676735 -0.444607 3.357631 -0.061 -0.920 1.546 0.00
C 3.526924 -0.410705 -0.004673 -0.042 -1.146 0.533 0.00
C 4.276792 -1.528812 0.455695 -0.633 2.121 -1.038 0.00
C 5.436382 -1.893263 -0.158478 0.809 -1.335 0.298 0.00
C 5.933629 -1.251508 -1.280518 0.323 0.054 -0.133 0.00
C 5.229183 -0.165676 -1.730176 -0.472 0.781 -0.830 0.00
C 4.039905 0.217031 -1.130348 -0.545 0.338 0.244 0.00
H 1.314879 5.670436 1.868918 -0.226 -0.026 -0.223 0.00
H 2.586978 4.873053 -0.134578 0.023 0.296 -0.139 0.00
H 3.120527 2.515798 -0.363280 0.356 -0.017 -0.890 0.00
H 0.955602 1.556568 3.143920 0.228 0.741 -0.348 0.00
H 0.616956 4.035696 3.507168 -0.413 -0.107 0.328 0.00
H 0.168896 -2.314393 2.062169 -0.435 0.250 -0.538 0.00
H -0.136673 -2.929455 4.302050 -0.773 -0.614 0.522 0.00
H 1.367843 -1.962023 6.098849 0.184 -0.280 0.091 0.00
H 3.265642 -0.664136 5.463952 0.106 0.247 -0.321 0.00
H 3.491713 0.227117 3.128637 -0.098 0.153 -0.257 0.00
H 3.958610 -2.064589 1.297238 -0.402 -0.669 1.201 0.00
H 5.919533 -2.750503 0.305282 0.374 0.038 -0.418 0.00
H 6.824765 -1.560658 -1.821211 -0.053 -0.100 0.363 0.00
H 5.525947 0.422980 -2.597168 0.255 -0.304 0.057 0.00
H 3.457450 1.034022 -1.547074 0.299 -0.036 -0.195 0.00
```
Positions in Å, forces in eV/Å.


[4]
A cluster of 2 separate species, C6H14N2O2 in total. Source: the Open Molecules 2025 dataset; level of theory: ωB97M-V/def2-TZVPD.

As for the net charge: 0. As for the electronic energy: -13525.1772 eV. The value obtained for the energy relative to the best compared isomer or geometry (same formula, charge and spin) is 10.3 kcal/mol. As for the spin multiplicity: 1. The SMILES is CNC(C)=O.CNC(C)=O. As for the HOMO energy: -9.07 eV. As for the orbital gap: 9.7 eV. Its max |F| is 0.0192 hartree/bohr.

```
24
Properties=species:S:1:pos:R:3:forces:R:3:mulliken_charge:R:1
C 0.416258 -1.578727 2.449234 -0.077 -0.801 -0.569 -1.00
N -0.300460 -0.606738 1.654030 0.453 0.206 0.795 -0.12
C -0.307258 0.677955 2.111236 -0.306 0.122 -0.390 0.66
C -1.046858 1.678082 1.255225 -0.465 -0.108 0.325 -0.78
O 0.239955 1.003084 3.149265 0.198 0.017 0.109 -0.65
H 0.791190 -2.383003 1.807873 -0.187 0.046 -0.067 0.32
H 1.288726 -1.127129 2.896993 -0.016 0.252 0.291 0.34
H -0.217497 -2.038965 3.207890 0.090 0.099 0.210 0.30
H -0.852977 -0.906780 0.867764 0.134 0.304 -0.169 0.28
H -0.483923 2.603729 1.155995 0.205 -0.156 -0.128 0.28
H -1.331591 1.237897 0.308740 0.069 0.177 -0.278 0.14
H -1.961410 1.953835 1.784253 -0.026 -0.047 0.060 0.27
C 0.050826 1.598305 -2.892406 0.236 0.833 0.390 -0.74
N 0.706066 0.339084 -2.659156 -0.303 -0.822 0.225 -0.16
C 0.168281 -0.597189 -1.835628 -0.211 -0.381 -0.101 0.78
C 0.915798 -1.908246 -1.771708 0.250 -0.054 -0.193 -1.30
O -0.837470 -0.416002 -1.172211 -0.184 0.168 -0.075 -0.69
H -0.516011 1.869897 -2.002983 -0.082 -0.273 -0.023 0.20
H 0.800658 2.382621 -2.981892 0.055 0.001 -0.290 0.33
H -0.627334 1.634895 -3.743894 0.070 -0.259 -0.121 0.29
H 1.395559 -0.047760 -3.278750 0.131 0.517 -0.255 0.21
H 1.212686 -2.289020 -2.749744 0.104 0.236 -0.103 0.46
H 0.294676 -2.676301 -1.334493 -0.179 0.024 0.301 0.31
H 1.813942 -1.767282 -1.171306 0.042 -0.102 0.057 0.28
```
Positions in Å, forces in eV/Å.